# 1
DFT (ωB97M-V/def2-TZVPD) results for C25H42N6O8PW as an isolated structure at a distorted geometry.

Summary:
* DFT total energy: -63017.796 eV
* spin multiplicity: 3
* expectation value of S²: 2.02
* total charge: +3

Geometry (Å):
W -0.059 0.426 -0.230
O -0.714 -2.308 -0.977
C -1.054 -3.089 0.176
C -0.545 -2.457 1.482
N -0.818 -1.005 1.574
C -0.197 -0.461 2.808
C 1.190 0.193 2.510
O 2.099 0.136 3.291
O 1.196 0.848 1.383
C -2.259 -0.638 1.461
C -2.212 0.578 0.518
O -3.012 0.725 -0.447
O -1.339 1.502 0.841
H 0.135 -2.629 -1.317
H -0.647 -4.101 0.095
H -2.144 -3.164 0.170
H 0.543 -2.572 1.537
H -1.000 -2.999 2.321
H -0.102 -1.220 3.592
H -0.816 0.360 3.188
H -2.712 -0.413 2.433
H -2.847 -1.422 0.979
C 5.761 -2.257 1.545
O 5.995 -1.411 0.432
C 4.989 -0.911 -0.251
C 5.326 -0.024 -1.308
C 4.366 0.653 -1.992
C 2.987 0.540 -1.650
C 2.011 1.416 -2.162
C 2.312 2.355 -3.293
O 0.787 1.448 -1.657
C 2.654 -0.493 -0.707
O 1.357 -0.807 -0.538
C 3.637 -1.187 -0.024
H 6.743 -2.492 1.951
H 5.267 -3.180 1.237
H 5.159 -1.749 2.303
H 6.370 0.109 -1.536
H 4.662 1.332 -2.772
H 3.108 3.049 -3.032
H 1.424 2.928 -3.546
H 2.649 1.803 -4.168
H 3.324 -1.935 0.688
C -2.747 -0.930 -5.144
N -3.709 -0.522 -4.039
C -4.034 0.963 -4.223
N -2.853 1.736 -4.292
C -1.976 1.280 -5.356
N -1.600 -0.104 -5.130
C -0.743 -0.287 -3.976
P -1.585 0.226 -2.369
C -3.140 -0.787 -2.706
C -2.178 1.883 -3.027
H -3.277 -0.810 -6.093
H -2.478 -1.982 -5.010
H -4.580 -1.054 -4.133
H -4.650 1.279 -3.376
H -4.598 1.053 -5.154
H -1.083 1.903 -5.404
H -2.499 1.352 -6.312
H 0.160 0.313 -4.119
H -0.444 -1.338 -3.922
H -3.881 -0.545 -1.941
H -2.874 -1.846 -2.629
H -1.303 2.528 -3.160
H -2.850 2.349 -2.300
N 1.386 5.859 1.699
C -0.031 5.404 1.765
C -0.354 4.536 0.540
N 0.556 3.408 0.414
C 1.932 3.877 0.350
C 2.311 4.697 1.589
H 1.611 6.422 2.528
H 1.512 6.456 0.869
H -0.694 6.268 1.814
H -0.157 4.817 2.677
H -0.286 5.131 -0.374
H -1.374 4.157 0.621
H 0.464 2.807 1.236
H 2.048 4.484 -0.554
H 2.597 3.014 0.281
H 3.342 5.047 1.525
H 2.200 4.083 2.486

# 2
DFT (ωB97M-V/def2-TZVPD) results for C25H43As3F6N5O6OsS2Sb as an isolated structure at a distorted geometry.

Summary:
* DFT total energy: -275839.873 eV
* spin multiplicity: 2
* expectation value of S²: 0.76
* total charge: +1

Geometry (Å):
Os -0.784 -0.107 -0.094
C -1.083 -0.384 3.665
As 0.187 0.054 2.272
C 0.560 1.869 2.816
C 1.637 -1.111 2.854
C 3.151 -0.939 2.573
C 3.742 -2.354 2.678
C 3.564 -0.382 1.193
As 3.512 1.580 0.889
C 5.203 2.224 1.636
C 4.177 1.580 -0.951
C 3.764 -0.046 3.669
As 4.021 -0.764 5.504
C 4.838 0.895 6.152
C 2.246 -0.408 6.282
H -0.616 -0.183 4.630
H -1.359 -1.431 3.591
H -1.957 0.254 3.569
H 1.046 1.828 3.791
H -0.387 2.399 2.911
H 1.214 2.364 2.108
H 1.277 -2.092 2.551
H 1.513 -1.050 3.935
H 3.445 -2.951 1.812
H 3.402 -2.869 3.578
H 4.832 -2.313 2.710
H 2.973 -0.817 0.385
H 4.595 -0.699 1.009
H 5.389 3.210 1.210
H 6.015 1.553 1.352
H 5.166 2.325 2.717
H 4.298 2.619 -1.263
H 3.509 1.049 -1.636
H 5.149 1.090 -0.990
H 3.220 0.902 3.755
H 4.785 0.203 3.373
H 5.797 1.044 5.656
H 5.019 0.814 7.223
H 4.195 1.755 5.961
H 1.543 -1.207 6.050
H 1.846 0.553 5.949
H 2.361 -0.378 7.366
O -0.717 1.913 -0.073
N 0.124 2.713 -0.826
C 0.004 4.015 -0.517
C 0.751 4.955 -1.182
C 1.626 4.543 -2.176
C 1.728 3.196 -2.466
C 0.967 2.277 -1.770
H -0.703 4.229 0.269
H 0.641 5.997 -0.919
H 2.221 5.268 -2.715
H 2.400 2.827 -3.227
H 1.005 1.217 -1.960
F -4.044 -3.036 0.393
C -3.122 -3.523 1.223
F -3.308 -4.810 1.391
F -3.253 -2.901 2.398
S -1.383 -3.205 0.573
O -1.487 -2.108 -0.444
O -0.681 -2.670 1.717
N -0.810 -4.537 0.102
S -1.205 -5.253 -1.314
O -0.690 -6.576 -1.294
O -2.573 -4.976 -1.645
C -0.179 -4.183 -2.349
F 0.954 -3.867 -1.687
F -1.968 -3.175 -3.689
F 1.331 -4.057 -4.140
N -2.160 -0.528 -4.014
C -1.241 -0.703 -3.058
O -1.245 0.245 -2.130
C -0.280 -1.713 -2.988
C 0.691 -1.342 -2.035
N 1.503 -0.937 -1.310
C -0.681 -3.117 -3.255
N 0.002 -4.287 -3.797
H -2.908 0.124 -3.873
H -2.186 -1.147 -4.805
C -4.413 -0.082 2.026
Sb -3.288 0.317 0.281
C -4.411 -0.619 -1.239
C -3.748 2.345 -0.048
H -5.106 0.752 2.130
H -3.805 -0.173 2.917
H -4.969 -1.004 1.874
H -5.425 -0.752 -0.863
H -3.984 -1.576 -1.521
H -4.434 0.051 -2.096
H -4.794 2.387 -0.353
H -3.119 2.747 -0.836
H -3.616 2.920 0.866

Q: Which value of total charge does entry 2 give?
A: +1